Entry from OMol25: a molecular structure, C21H39N5O2Pb in a non-equilibrium geometry (wB97M-V/def2-TZVPD).

Geometry as XYZ:
```
68
C21H39N5O2Pb | OMol25 | wB97M-V/def2-TZVPD
Pb -0.509 -0.565 0.371
O -0.219 -1.030 2.641
H 0.265 -1.130 3.484
C -1.934 0.545 -3.074
O -1.409 0.008 -1.935
H -1.595 0.001 -3.955
H -3.022 0.511 -3.017
H -1.741 1.603 -3.252
C 2.124 3.211 -2.136
C 1.905 4.353 -1.162
C 0.568 4.280 -0.367
C 0.313 3.029 0.285
N 0.113 2.007 0.797
H 3.028 3.327 -2.733
H 1.324 3.141 -2.873
H 2.237 2.264 -1.608
H 2.001 5.303 -1.687
H 2.733 4.326 -0.453
H -0.280 4.459 -1.028
H 0.549 5.046 0.409
C 4.757 2.039 0.434
C 5.140 1.287 -0.844
C 4.680 -0.212 -0.821
C 3.273 -0.289 -0.491
N 2.131 -0.344 -0.266
H 5.004 3.099 0.383
H 5.255 1.582 1.289
H 3.674 2.039 0.554
H 6.213 1.255 -1.031
H 4.771 1.854 -1.698
H 5.191 -0.792 -0.053
H 4.821 -0.701 -1.785
C 4.010 -3.898 -0.920
C 3.324 -5.193 -0.448
C 1.826 -5.232 -0.793
C 1.136 -3.972 -0.509
N 0.591 -2.984 -0.226
H 5.086 -3.917 -0.749
H 3.542 -3.046 -0.427
H 3.892 -3.762 -1.996
H 3.474 -5.326 0.623
H 3.820 -6.026 -0.945
H 1.431 -6.063 -0.209
H 1.677 -5.460 -1.849
C -6.343 -1.163 -0.428
C -5.393 -1.142 -1.634
C -4.517 -2.452 -1.688
C -3.458 -2.447 -0.668
N -2.640 -2.451 0.150
H -6.927 -2.078 -0.327
H -7.033 -0.320 -0.459
H -5.765 -1.034 0.487
H -4.800 -0.230 -1.706
H -6.096 -1.162 -2.467
H -3.980 -2.596 -2.625
H -5.120 -3.342 -1.512
C -2.612 3.055 3.998
C -2.505 1.651 4.693
C -3.171 0.474 3.950
C -3.011 0.551 2.507
N -2.847 0.640 1.356
H -2.246 3.811 4.692
H -3.615 3.348 3.688
H -1.955 3.216 3.142
H -2.818 1.711 5.736
H -1.446 1.400 4.746
H -4.235 0.346 4.149
H -2.637 -0.415 4.286
```

Computed properties:
**Energy**: -39199.7236 eV
**HOMO energy**: -6.1 eV
**ΔE to the lowest compared entry with this formula, charge and spin**: 0.0000 eV
**Gap between HOMO and LUMO**: 6.703 eV
**M**: 600.78 g/mol
**Spin multiplicity**: 1